[1]
DFT (ωB97M-V/def2-TZVPD) results for a molecular structure, C34H23ClF5IrNO3SSi.

* HOMO (spin up / spin down): -0.2630 / -0.3056 Ha
* calculated total energy: -90920.713 eV
* Kohn-Sham gap (spin up / spin down): 6.433 / 3.792 eV
* M: 876.4 g mol⁻¹
* LUMO energy (spin up / spin down): -0.0266 / -0.1662 Eh
* energy relative to the best compared isomer or geometry (same formula, charge and spin): 0.2245 eV
* maximum force: 0.95 eV/Å

```
! RIJCOSX wB97M-V def2-TZVPD def2/J DEFGRID3
* xyz 0 6
Ir -0.53146 0.92992 1.37656
F 2.08934 2.70439 2.47187
C 1.14675 2.59592 3.39551
C -0.01636 1.92259 3.18524
C -0.84186 1.91862 4.29946
F -1.94558 1.22318 4.34188
C -0.56127 2.60574 5.55513
F -1.43273 2.53245 6.52790
C 0.61400 3.29417 5.70696
F 0.91031 3.92437 6.83237
C 1.48824 3.28394 4.62976
F 2.63773 3.89955 4.70759
C -1.24342 -1.54606 -4.11945
C 0.11238 -1.24866 -4.15099
C 0.69414 -0.54905 -3.10360
C -0.06787 -0.13398 -2.00721
C -1.42476 -0.46537 -1.98076
C -2.01023 -1.16254 -3.02979
Si 0.72125 0.98575 -0.73293
C 2.50877 0.50294 -0.44378
C 2.82705 -0.50401 0.47549
C 4.14100 -0.90106 0.67863
C 5.16669 -0.29392 -0.03309
C 4.87334 0.70789 -0.94691
C 3.55772 1.10443 -1.14600
C 0.66531 2.73990 -1.38500
C 1.42874 3.75399 -0.79511
C 1.34182 5.06898 -1.22562
C 0.47726 5.40164 -2.26024
C -0.29089 4.41403 -2.85852
C -0.19749 3.09894 -2.42393
H -1.69628 -2.09434 -4.93462
H 0.71590 -1.55880 -4.99474
H 1.75384 -0.32083 -3.14259
H -2.03750 -0.18734 -1.13128
H -3.06205 -1.41609 -2.98868
H 2.03508 -0.97977 1.04418
H 4.36608 -1.68251 1.39332
H 6.19292 -0.60050 0.12409
H 5.67045 1.18178 -1.50559
H 3.34468 1.89233 -1.85960
H 2.11583 3.50913 0.00808
H 1.94658 5.83511 -0.75741
H 0.40370 6.42714 -2.59835
H -0.96522 4.66813 -3.66622
H -0.80524 2.33999 -2.90326
C -4.26649 -4.59433 -0.07718
C -2.88276 -4.39374 -0.62448
C -2.55353 -4.75186 -1.92032
C -1.26634 -4.56230 -2.40248
Cl -0.88653 -5.05479 -4.03287
C -0.29543 -3.98472 -1.61624
C -0.60589 -3.62468 -0.30799
C -1.88225 -3.84993 0.18684
O -2.26678 -3.59824 1.48274
C -1.29723 -3.05755 2.34196
C -0.95956 -1.61371 2.05230
O 0.08951 -1.12968 2.53283
O -1.74667 -0.90673 1.35364
H -4.94344 -4.92789 -0.86202
H -4.65150 -3.66892 0.35169
H -4.26805 -5.33764 0.72179
H -3.30671 -5.18884 -2.56336
H 0.69548 -3.80860 -2.01101
H 0.16162 -3.15934 0.29328
H -0.37173 -3.63809 2.33366
H -1.70449 -3.10238 3.35318
S -2.54506 2.05430 0.78621
C -2.56157 3.17793 2.04810
N -2.50136 3.89964 2.95100
*
```



[2]
DFT (ωB97M-V/def2-TZVPD) results for 12 unconnected molecules or ions with the total composition C67H80Cl2N15O2 in a non-equilibrium geometry.

* HOMO: -0.3840 Ha
* calculated total energy: -122257.555 eV
* Kohn-Sham gap: 8.157 eV
* M: 1198.4 g mol⁻¹
* LUMO energy: -0.0842 Eh
* maximum force: 6.09 eV/Å

```
! RIJCOSX wB97M-V def2-TZVPD def2/J DEFGRID3
* xyz 1 1
C 3.91130 -4.40942 -0.40929
C 2.84650 -4.93028 -1.21755
Cl 2.63258 -6.60529 -1.05303
C 2.12745 -4.31238 -2.00744
Cl 0.97952 -5.15783 -2.86958
C 2.22192 -2.88721 -2.29311
O 1.64846 -2.60927 -3.52416
C 2.09928 -1.38333 -3.97150
C 1.74071 -0.23438 -3.09112
N 1.72032 -0.49989 -1.60969
C 2.72600 0.42800 -0.97163
C 4.12060 0.20840 -1.38990
C 4.96620 1.45198 -1.10608
O 6.21939 1.17690 -0.65602
C 1.77084 -1.95478 -1.17467
C 0.56524 -2.29948 -0.35141
C -0.84649 -2.35374 -0.94956
N -1.07033 -1.74970 -2.23185
N -1.69598 -1.66205 0.04095
N -1.34862 -3.68918 -1.05651
H 4.68086 -5.11470 -0.36166
H 4.33586 -3.53969 -0.80734
H 3.59430 -4.22926 0.58753
H 3.25585 -2.68114 -2.39258
H 3.14386 -1.40356 -4.16955
H 1.63840 -1.20363 -4.89043
H 0.79500 0.09515 -3.37524
H 2.36618 0.56284 -3.33094
H 0.84131 -0.15921 -1.26502
H 2.42020 1.40735 -1.19142
H 2.61840 0.31456 0.06553
H 4.22863 -0.03920 -2.41091
H 4.52402 -0.57011 -0.81313
H 4.44582 2.09156 -0.43169
H 5.10140 1.92620 -2.02280
H 6.16818 0.57394 0.07244
H 2.55784 -2.04266 -0.49800
H 0.79104 -3.19302 0.12502
H 0.52852 -1.58530 0.42592
H -0.69030 -0.83720 -2.36717
H -0.94792 -2.36076 -3.01553
H -2.62635 -1.61343 -0.34523
H -1.39244 -0.70072 -0.00131
H -0.82690 -4.30848 -0.46527
H -2.27027 -3.69289 -0.67375
N 0.19464 -4.65652 3.84897
C 0.54931 -4.96363 2.61020
C 1.66119 -5.73391 2.28978
C 2.43295 -6.23128 3.32658
C 2.07898 -5.91134 4.62161
C 0.96096 -5.11690 4.83000
H -0.08930 -4.55693 1.83372
H 1.92892 -5.92173 1.25620
H 3.31061 -6.83185 3.12558
H 2.67102 -6.24353 5.46027
H 0.66690 -4.82527 5.83189
N -4.55014 -0.74637 -1.86180
C -5.26485 -1.48798 -2.69867
C -6.47786 -1.09141 -3.23869
C -6.97946 0.14840 -2.88584
C -6.25112 0.93789 -2.01332
C -5.04806 0.44327 -1.53550
H -4.83692 -2.45404 -2.94616
H -7.01314 -1.74144 -3.91640
H -7.92386 0.49430 -3.28377
H -6.59878 1.91557 -1.70545
H -4.44603 1.03183 -0.85094
N 4.78007 -4.30276 4.57279
C 4.29978 -3.65022 3.53626
C 5.08665 -2.96881 2.63546
C 6.45996 -2.95096 2.83202
C 6.97660 -3.62824 3.92115
C 6.09162 -4.29588 4.76026
H 3.21797 -3.68137 3.42575
H 4.62010 -2.46188 1.80211
H 7.11573 -2.42117 2.15078
H 8.03842 -3.64652 4.11638
H 6.44926 -4.85112 5.61935
N -6.55933 4.34813 -0.87049
C -5.54395 5.20070 -0.84417
C -5.67738 6.54790 -0.54788
C -6.94115 7.03540 -0.26628
C -8.01091 6.15976 -0.29118
C -7.76477 4.83011 -0.59689
H -4.57138 4.77844 -1.07400
H -4.81265 7.19572 -0.53924
H -7.08949 8.08048 -0.03124
H -9.01514 6.49610 -0.07840
H -8.57508 4.10998 -0.62377
N 2.16192 2.95507 -3.95416
C 3.05855 3.75655 -3.38412
C 3.16271 5.10947 -3.65324
C 2.28841 5.66156 -4.57482
C 1.34906 4.84669 -5.18174
C 1.32821 3.50603 -4.83317
H 3.72796 3.28602 -2.66991
H 3.91008 5.71294 -3.15330
H 2.33717 6.71518 -4.81554
H 0.65524 5.23923 -5.90641
H 0.60671 2.83194 -5.28213
N 3.97329 -0.90263 6.97072
C 3.38237 -1.66155 6.06334
C 2.21446 -1.31090 5.39972
C 1.62114 -0.10193 5.71607
C 2.22462 0.70483 6.66587
C 3.39972 0.26165 7.25370
H 3.88793 -2.59743 5.85928
H 1.78115 -1.97317 4.66104
H 0.70585 0.20908 5.22962
H 1.80048 1.65978 6.94106
H 3.91369 0.87087 7.98939
N 0.67319 5.95102 -8.09187
C -0.34734 5.80579 -8.92868
C -0.35843 6.30380 -10.22159
C 0.75394 6.99471 -10.66758
C 1.82520 7.15595 -9.80758
C 1.73297 6.61450 -8.53554
H -1.20040 5.26092 -8.53890
H -1.21716 6.15322 -10.85944
H 0.78557 7.40068 -11.66927
H 2.71386 7.68855 -10.11346
H 2.55238 6.71480 -7.83090
N 5.16686 6.79036 -0.96290
C 5.94294 6.23142 -0.04258
C 5.63142 6.19337 1.30884
C 4.44636 6.77215 1.72541
C 3.62669 7.36040 0.77989
C 4.03323 7.34019 -0.54538
H 6.86453 5.79227 -0.41112
H 6.30107 5.72246 2.01305
H 4.16724 6.76516 2.77049
H 2.69270 7.82640 1.05962
H 3.41813 7.78942 -1.31804
N 5.92346 0.52928 3.49506
C 5.99656 0.56712 4.82578
C 7.00670 1.21563 5.52026
C 7.99582 1.85625 4.79576
C 7.93559 1.82188 3.41205
C 6.88030 1.14838 2.81432
H 5.21248 0.04685 5.35222
H 7.01526 1.21233 6.60095
H 8.80303 2.37112 5.29946
H 8.69036 2.30513 2.80693
H 6.79525 1.09619 1.73420
N -9.42768 -4.32338 -0.49774
C -9.16462 -4.96938 0.63185
C -7.96598 -4.85254 1.32242
C -6.98880 -4.02261 0.80504
C -7.24770 -3.34434 -0.37487
C -8.48024 -3.52990 -0.98005
H -9.95398 -5.60775 1.00360
H -7.81182 -5.40013 2.24082
H -6.03975 -3.90446 1.31230
H -6.51457 -2.68588 -0.81422
H -8.72596 -3.01419 -1.90309
N -10.79606 -4.99243 3.42215
C -10.93661 -3.67541 3.37361
C -11.77783 -2.96018 4.21245
C -12.51586 -3.65772 5.15153
C -12.38168 -5.03302 5.21329
C -11.50928 -5.64805 4.32850
H -10.34204 -3.16877 2.61975
H -11.85062 -1.88539 4.12849
H -13.18498 -3.13829 5.82415
H -12.93903 -5.61878 5.92996
H -11.37212 -6.72358 4.34470
*
```



[3]
DFT (ωB97M-V/def2-TZVPD) results for a molecular structure, CH3O3PS in a non-equilibrium geometry.

* HOMO (spin up / spin down): -0.3533 / -0.3533 Ha
* calculated total energy: -27347.767 eV
* Kohn-Sham gap (spin up / spin down): 7.707 / 7.705 eV
* M: 126.1 g mol⁻¹
* LUMO energy (spin up / spin down): -0.0701 / -0.0702 Eh
* energy relative to the best compared isomer or geometry (same formula, charge and spin): 5.0691 eV
* maximum force: 3.00 eV/Å

```
! RIJCOSX wB97M-V def2-TZVPD def2/J DEFGRID3
* xyz 0 1
C 1.30502 -0.36262 0.02257
O -1.61362 -1.51906 -0.29753
O 0.29931 0.07091 -0.89846
O 0.73436 -0.39915 1.24989
P -2.31014 1.31264 0.09389
S -1.01428 -0.25935 -0.01262
H 1.66258 -1.35164 -0.31525
H 2.13961 0.36076 -0.02971
H -1.20284 2.14751 0.18723
*
```